[1]
This record from the Open Molecules 2025 dataset describes a molecular structure, C8H12N4O2OsS2SeSi at a distorted geometry. The level of theory is ωB97M-V with the def2-TZVPD basis set.

As for the charge: 0. The max |F| is 2.68 eV/A. As for the LUMO energy (alpha / beta): -2.7 / -2.3 eV. Its multiplicity is 1.

Geometry (Å):
Os (0.76, -0.12, -0.37)
S (-1.40, -0.88, 0.14)
C (-1.93, 0.24, -1.08)
S (-0.59, 1.27, -1.53)
C (-3.18, 0.30, -1.60)
C (-3.50, 1.21, -2.66)
N (-3.76, 1.93, -3.52)
C (-4.20, -0.57, -1.11)
N (-5.01, -1.28, -0.71)
N (1.33, -1.27, 1.64)
N (2.34, -2.17, 1.30)
C (2.41, -2.57, -0.04)
O (3.09, -3.52, -0.33)
O (1.75, -1.81, -0.87)
H (1.67, -0.63, 2.35)
H (0.49, -1.74, 1.98)
H (2.54, -2.91, 1.95)
C (5.72, 2.05, -0.51)
Si (4.80, 0.47, -0.14)
C (4.92, -0.77, -1.50)
C (5.15, -0.17, 1.58)
Se (2.55, 1.32, -0.08)
H (6.80, 1.88, -0.47)
H (5.47, 2.83, 0.22)
H (5.47, 2.42, -1.50)
H (5.95, -1.13, -1.59)
H (4.63, -0.33, -2.46)
H (4.29, -1.64, -1.32)
H (6.22, -0.22, 1.76)
H (4.74, -1.17, 1.70)
H (4.70, 0.48, 2.33)

=====

[2]
This record from the Open Molecules 2025 dataset describes a molecular structure, C8H12N4S at a distorted geometry. The level of theory is ωB97M-V with the def2-TZVPD basis set.

As for the charge: 0. The max |F| is 6.92 eV/A. As for the LUMO energy: 0.0 eV. Its multiplicity is 1.

Geometry (Å):
C (-3.41, 1.23, -0.06)
C (-2.11, 0.86, 0.91)
C (-2.05, -0.74, 0.63)
C (-1.45, -0.98, -0.75)
C (0.83, -0.04, -0.45)
C (2.99, 0.51, -0.10)
C (4.17, 1.41, -0.27)
C (3.02, -0.87, 0.25)
H (-4.61, 1.07, 0.79)
H (-3.35, 0.23, -1.18)
H (-3.15, 2.57, -0.32)
H (-1.27, 1.48, 0.70)
H (-2.33, 1.16, 1.91)
H (-1.44, -1.18, 1.40)
H (-3.11, -1.25, 0.46)
H (-2.27, -0.61, -1.43)
H (-1.39, -2.05, -0.64)
H (-0.60, 0.53, -2.19)
H (4.28, -2.48, 0.98)
H (4.90, -0.54, 0.86)
N (-0.32, -0.27, -1.15)
N (1.63, 0.95, -0.49)
N (5.22, 2.00, -0.07)
N (4.27, -1.33, 0.43)
S (1.57, -1.67, -0.23)

=====

[3]
This record from the Open Molecules 2025 dataset describes 2 unconnected molecules or ions with the total composition C8H12NO at a distorted geometry. The level of theory is ωB97M-V with the def2-TZVPD basis set.

As for the charge: +1. The max |F| is 3.92 eV/A. As for the LUMO energy (alpha / beta): -4.5 / -4.0 eV. Its multiplicity is 1.

Geometry (Å):
C (-1.34, 1.03, -2.45)
C (-1.50, 0.49, -1.16)
C (-0.02, 1.34, -2.60)
C (-0.22, 0.52, -0.60)
C (-1.72, -0.58, 2.02)
C (-0.41, -0.34, 1.93)
C (1.26, -1.99, 0.17)
C (0.28, 0.10, 0.71)
N (1.56, 0.88, 0.81)
O (0.68, 1.04, -1.50)
H (-2.06, 1.16, -3.15)
H (-2.50, 0.21, -0.91)
H (0.69, 1.70, -3.30)
H (-2.05, -1.05, 2.91)
H (-2.55, -0.38, 1.37)
H (0.08, -0.76, 2.82)
H (0.90, -2.10, -0.81)
H (1.00, -2.68, 0.90)
H (2.21, -1.70, 0.44)
H (2.42, 0.46, 1.28)
H (1.30, 1.72, 1.25)
H (1.99, 0.93, -0.14)

=====

[4]
This record from the Open Molecules 2025 dataset describes a gas-phase ion, C8H12NO2 (charge +1) at a distorted geometry. The level of theory is ωB97M-V with the def2-TZVPD basis set.

As for the charge: +1. The max |F| is 5.17 eV/A. As for the LUMO energy: -5.6 eV. Its multiplicity is 1.

Geometry (Å):
C (0.48, 2.46, 3.23)
C (0.01, 1.32, 2.89)
C (0.84, -0.99, -0.96)
C (-1.11, 0.96, 0.25)
C (0.02, 1.09, 1.35)
C (-0.23, -0.13, 0.61)
C (0.45, -1.33, 0.59)
C (0.19, -1.25, -3.12)
N (-0.14, -1.29, -1.79)
O (1.98, -0.65, -1.17)
O (-1.51, -1.55, -1.59)
H (0.74, 2.81, 4.27)
H (0.83, 3.13, 2.41)
H (-0.48, 0.66, 3.65)
H (-2.21, 0.84, 0.28)
H (-0.88, 1.45, -0.70)
H (0.67, 1.91, 0.86)
H (1.36, -1.38, 1.20)
H (-1.80, -2.03, -2.32)
H (-0.05, -2.32, 0.55)
H (0.19, -2.24, -3.58)
H (1.17, -0.81, -3.11)
H (-0.51, -0.65, -3.79)

=====

[5]
This record from the Open Molecules 2025 dataset describes 2 unconnected molecules or ions with the total composition C8H12NO2 at a distorted geometry. The level of theory is ωB97M-V with the def2-TZVPD basis set.

As for the charge: +1. The max |F| is 4.41 eV/A. As for the LUMO energy (alpha / beta): -3.4 / -5.9 eV. Its multiplicity is 3.

Geometry (Å):
C (-3.92, 0.04, -0.28)
C (-3.23, 0.16, -1.44)
C (-3.16, -0.23, 0.86)
C (-1.84, -0.06, -1.56)
C (-1.73, -0.31, 0.88)
C (-1.17, -0.20, -0.39)
C (2.43, 0.72, 1.83)
C (1.79, -0.32, -0.45)
N (2.74, 0.67, 0.42)
O (1.89, 0.15, -1.69)
O (2.32, -1.59, -0.15)
H (-4.93, 0.02, -0.43)
H (-3.78, 0.17, -2.37)
H (-3.76, -0.44, 1.73)
H (-1.37, -0.06, -2.53)
H (-1.16, -0.53, 1.84)
H (3.27, 1.23, 2.27)
H (1.58, 1.16, 2.09)
H (2.41, -0.25, 2.25)
H (2.74, 1.54, -0.08)
H (3.68, 0.34, 0.38)
H (2.51, -0.23, -2.26)
H (2.69, -1.98, -0.93)

=====

[6]
This record from the Open Molecules 2025 dataset describes 2 unconnected molecules or ions with the total composition C8H12NO3 at a distorted geometry. The level of theory is ωB97M-V with the def2-TZVPD basis set.

As for the charge: -1. The max |F| is 5.84 eV/A. As for the LUMO energy: 3.5 eV. Its multiplicity is 1.

Geometry (Å):
C (2.30, -0.31, -0.10)
C (3.12, 1.95, 0.49)
C (2.18, 1.10, 0.47)
C (-1.83, 1.20, 0.79)
C (-1.35, -0.12, 1.34)
C (-1.94, -0.05, -1.50)
C (1.11, -2.41, -0.27)
C (-1.68, 1.30, -0.73)
N (1.23, -1.00, 0.18)
O (-2.12, 2.19, 1.45)
O (3.20, -0.73, -0.87)
O (4.08, 2.67, 0.37)
H (1.16, 1.10, 0.94)
H (-1.37, -0.05, 2.48)
H (-0.35, -0.46, 1.01)
H (-2.13, -0.75, 1.07)
H (-2.86, -0.48, -0.99)
H (-1.17, -0.70, -1.22)
H (-2.09, 0.15, -2.46)
H (0.62, -2.52, -1.24)
H (2.06, -3.08, -0.28)
H (0.49, -2.80, 0.69)
H (-2.12, 2.31, -1.03)
H (-0.55, 1.47, -0.58)

=====

[7]
This record from the Open Molecules 2025 dataset describes a gas-phase ion, C8H12NO5S (charge -1) at a distorted geometry. The level of theory is ωB97M-V with the def2-TZVPD basis set.

As for the charge: -1. The max |F| is 4.64 eV/A. As for the LUMO energy: 3.2 eV. Its multiplicity is 1.

Geometry (Å):
C (0.44, -2.27, -0.55)
C (1.53, 1.32, -0.15)
C (-0.09, 0.16, 1.50)
C (-1.64, 0.32, 1.65)
C (-0.78, 0.34, -1.02)
C (0.40, 0.04, 0.00)
C (-0.90, 1.83, -1.24)
C (2.54, -1.33, 0.01)
N (1.13, -1.14, -0.35)
O (2.06, 1.20, -1.22)
O (0.82, -3.37, -0.46)
O (1.63, 2.12, 0.78)
O (-3.45, 0.76, -0.29)
O (-2.63, -1.52, -0.15)
S (-2.28, -0.08, -0.09)
H (-0.67, -2.07, -0.66)
H (0.35, 1.04, 1.76)
H (0.25, -0.58, 2.13)
H (-2.04, -0.44, 2.21)
H (-1.93, 1.28, 1.98)
H (-0.64, -0.13, -2.00)
H (-0.89, 2.35, -0.29)
H (-1.91, 2.11, -1.78)
H (-0.10, 2.16, -1.84)
H (3.15, -0.39, -0.30)
H (2.81, -1.42, 0.99)
H (2.83, -2.29, -0.59)

=====

[8]
This record from the Open Molecules 2025 dataset describes 2 unconnected molecules or ions with the total composition C8H12NOP at a distorted geometry. The level of theory is ωB97M-V with the def2-TZVPD basis set.

As for the charge: 0. The max |F| is 4.93 eV/A. As for the LUMO energy: 0.8 eV. Its multiplicity is 1.

Geometry (Å):
C (-0.72, -0.76, -2.22)
C (-0.79, -2.11, -2.26)
C (-0.11, -0.14, -1.13)
C (-0.41, -2.84, -1.16)
C (0.25, -0.78, -0.05)
C (0.15, -2.20, -0.05)
C (1.99, 0.88, 0.73)
C (-0.74, 3.20, 0.99)
N (0.92, -0.12, 1.04)
O (-1.92, 1.15, 1.80)
P (-0.54, 2.01, 2.15)
H (-0.98, -0.11, -3.09)
H (-0.89, -2.64, -3.20)
H (0.09, 0.89, -1.23)
H (-0.39, -3.99, -1.05)
H (2.63, 0.45, 0.03)
H (1.55, 1.73, 0.31)
H (2.30, 1.13, 1.83)
H (-1.65, 3.22, 0.47)
H (-0.36, 4.14, 1.12)
H (0.28, -2.74, 0.98)
H (1.33, -0.81, 1.59)
H (-2.01, 0.46, 2.39)

=====

[9]
This record from the Open Molecules 2025 dataset describes 3 unconnected molecules or ions with the total composition C8H12NOPS at a distorted geometry. The level of theory is ωB97M-V with the def2-TZVPD basis set.

As for the charge: 0. The max |F| is 5.51 eV/A. As for the LUMO energy: 0.8 eV. Its multiplicity is 1.

Geometry (Å):
C (1.26, -0.23, 1.13)
C (0.85, 1.23, -0.78)
C (-0.15, -0.12, 1.45)
C (-0.49, 1.22, -0.52)
C (1.81, 0.48, -0.02)
C (-0.93, 0.60, 0.63)
C (3.26, 0.53, -0.13)
C (0.12, -2.22, -1.18)
N (-0.52, -2.95, -0.61)
O (-2.61, -1.71, 0.77)
P (-3.37, 0.87, -0.81)
S (-2.64, 0.86, 1.14)
H (1.92, -0.99, 1.63)
H (1.32, 1.87, -1.61)
H (-0.52, -0.71, 2.29)
H (-1.17, 1.90, -1.08)
H (3.65, 1.43, -0.55)
H (3.77, 0.50, 0.75)
H (3.54, -0.34, -0.65)
H (-3.25, -1.88, 1.42)
H (0.77, -1.37, -1.46)
H (-2.76, -0.46, -0.97)
H (-2.07, -2.59, 0.52)
H (-4.58, 0.34, -0.31)

=====

[10]
This record from the Open Molecules 2025 dataset describes C8H12O in the gas phase at a distorted geometry. The level of theory is ωB97M-V with the def2-TZVPD basis set.

As for the charge: 0. The max |F| is 3.28 eV/A. As for the LUMO energy: 1.0 eV. Its multiplicity is 1.

Geometry (Å):
C (2.39, -0.27, -0.65)
C (1.32, -0.35, 0.30)
C (0.06, -1.08, -0.05)
C (-1.29, -1.41, 0.51)
C (-2.27, -0.69, 0.01)
C (-0.77, 0.88, -1.12)
C (0.05, 0.49, 0.05)
C (-0.26, 1.28, 1.30)
H (2.98, -1.21, -0.64)
H (3.09, 0.56, -0.46)
H (2.00, -0.11, -1.68)
H (1.72, -0.49, 1.31)
H (0.07, -1.59, -1.08)
H (-1.47, -2.26, 1.17)
H (-3.34, -0.88, 0.26)
H (-0.39, 0.38, -2.04)
H (-0.88, 1.96, -1.23)
H (-1.32, 1.56, 1.42)
H (0.40, 2.17, 1.34)
H (0.08, 0.69, 2.15)
O (-2.18, 0.38, -0.89)

=====

[11]
This record from the Open Molecules 2025 dataset describes C8H12O2 in the gas phase at a distorted geometry. The level of theory is ωB97M-V with the def2-TZVPD basis set.

As for the charge: 0. The max |F| is 2.23 eV/A. As for the LUMO energy: 1.0 eV. Its multiplicity is 1.

Geometry (Å):
O (-1.48, 0.48, -1.42)
O (-1.99, 0.28, -0.08)
C (0.01, -1.42, -1.26)
C (-0.63, -1.79, -0.12)
C (-0.19, -0.04, -1.72)
C (-1.41, -0.78, 0.69)
C (0.93, 0.90, -1.22)
C (-0.57, -0.08, 1.76)
C (1.41, 0.74, 0.25)
C (0.32, 1.14, 1.26)
H (0.62, -2.10, -1.88)
H (-0.50, -2.82, 0.23)
H (-0.15, 0.00, -2.84)
H (-2.23, -1.31, 1.19)
H (0.63, 1.92, -1.38)
H (1.81, 0.75, -1.89)
H (-1.23, 0.29, 2.51)
H (0.07, -0.77, 2.26)
H (2.29, 1.36, 0.41)
H (1.81, -0.28, 0.38)
H (-0.30, 1.86, 0.77)
H (0.78, 1.67, 2.10)

=====

[12]
This record from the Open Molecules 2025 dataset describes 2 unconnected molecules or ions with the total composition C8H12O2 at a distorted geometry. The level of theory is ωB97M-V with the def2-TZVPD basis set.

As for the charge: 0. The max |F| is 1.18 eV/A. As for the LUMO energy: 0.9 eV. Its multiplicity is 1.

Geometry (Å):
O (0.42, -0.96, 2.58)
C (-0.66, -1.86, 2.54)
C (1.29, -1.28, 3.65)
H (-1.31, -1.57, 1.69)
H (-1.26, -1.84, 3.46)
H (-0.32, -2.90, 2.37)
H (0.78, -1.23, 4.62)
H (1.72, -2.29, 3.53)
H (2.11, -0.55, 3.64)
O (1.27, -0.55, -1.01)
C (-1.14, 2.17, -3.05)
C (-0.25, 1.34, -3.73)
C (-1.22, 2.10, -1.66)
C (0.55, 0.43, -3.03)
C (-0.43, 1.19, -0.96)
C (0.46, 0.36, -1.64)
H (1.10, -0.49, -0.04)
H (-1.77, 2.88, -3.60)
H (-0.18, 1.39, -4.83)
H (-1.92, 2.75, -1.11)
H (1.25, -0.23, -3.56)
H (-0.49, 1.14, 0.14)